Here is a cluster of 4 separate species, C22H27BF3P in total at a distorted geometry from the Open Molecules 2025 dataset. Energies are from ωB97M-V/def2-TZVPD.

Calculated values
Max |F| ... 2.7 eV Å⁻¹
SMILES ... Fc1ccccc1.Fc1ccccc1.Fc1ccccc1.BP(CC)CC
HOMO ... -8.09 eV
DFT total energy ... -1520.175773 hartree
Gap between HOMO and LUMO ... 8.1 eV
Spin multiplicity ... 1

Each line ends with the natural charge from an NBO analysis.
Cartesian coordinates (Å):
F -2.1394 -0.5556 -1.2767  -0.32
C -3.1049 -0.7263 -0.3638  0.40
C -2.8511 -1.4992 0.7640  -0.29
C -3.8543 -1.6730 1.7173  -0.19
C -5.1050 -1.0803 1.5266  -0.23
C -5.3515 -0.3105 0.3888  -0.21
C -4.3446 -0.1277 -0.5587  -0.29
H -1.8763 -1.9587 0.8911  0.23
H -3.6635 -2.2690 2.6063  0.22
H -5.8886 -1.2198 2.2682  0.22
H -6.3270 0.1464 0.2405  0.23
H -4.5163 0.4749 -1.4444  0.23
F 6.9673 2.8485 2.2507  -0.32
C 7.7217 2.6005 1.1718  0.40
C 9.0586 2.2552 1.3364  -0.29
C 9.8432 1.9920 0.2136  -0.19
C 9.2842 2.0877 -1.0632  -0.23
C 7.9426 2.4399 -1.2182  -0.19
C 7.1556 2.6922 -0.0948  -0.29
H 9.4777 2.1940 2.3355  0.23
H 10.8874 1.7136 0.3319  0.22
H 9.8976 1.8866 -1.9389  0.22
H 7.5108 2.5178 -2.2131  0.22
H 6.1087 2.9584 -0.1967  0.24
F -7.8677 0.5809 -2.2818  -0.32
C -8.5889 -0.5395 -2.1430  0.40
C -8.0900 -1.5833 -1.3716  -0.29
C -8.8429 -2.7480 -1.2226  -0.19
C -10.0828 -2.8602 -1.8565  -0.23
C -10.5727 -1.8089 -2.6329  -0.19
C -9.8247 -0.6402 -2.7724  -0.29
H -7.1212 -1.4814 -0.8936  0.23
H -8.4652 -3.5667 -0.6152  0.22
H -10.6677 -3.7705 -1.7437  0.22
H -11.5362 -1.9001 -3.1286  0.22
H -10.1944 0.1902 -3.3648  0.23
B 3.2671 2.1781 2.1189  0.07
P 3.5310 0.6807 0.9520  0.46
C 4.9017 -0.4580 1.6378  -0.68
C 5.4712 -1.4235 0.4348  -0.63
C 1.8575 -0.2126 0.7332  -0.71
C 0.9080 0.8048 -0.1950  -0.64
H 4.1785 2.9498 2.2035  -0.06
H 2.2893 2.3528 2.7842  -0.06
H 5.8037 0.2548 1.9518  0.24
H 4.6054 -1.0485 2.6233  0.23
H 6.1035 -0.7373 -0.2915  0.23
H 4.5366 -1.9034 -0.1281  0.21
H 6.1796 -2.2844 0.8559  0.22
H 1.9275 -1.2750 0.2268  0.23
H 1.2475 -0.3635 1.7416  0.22
H -0.1313 0.3237 -0.4703  0.24
H 0.7672 1.8667 0.3296  0.21
H 1.5777 1.0349 -1.1561  0.21

Atomic forces in eV per Å
F 0.1 0.0 -0.2
C -0.8 -0.1 0.8
C 0.1 0.0 0.0
C -0.2 0.3 -0.3
C 0.1 0.0 0.0
C 0.4 -0.1 0.2
C 0.1 0.0 -0.1
H -0.1 0.1 0.0
H 0.0 0.1 -0.2
H 0.1 0.0 -0.1
H 0.3 0.0 0.0
H 0.0 -0.1 0.1
F -0.1 0.0 0.2
C 0.6 -0.2 -0.9
C 0.0 0.0 0.1
C -0.4 0.1 -0.2
C 0.0 0.0 0.1
C 0.3 -0.1 0.3
C -0.1 0.0 0.1
H -0.1 0.0 -0.1
H -0.2 0.1 0.0
H -0.1 0.0 0.2
H 0.0 0.0 0.2
H 0.1 0.0 0.1
F 0.2 0.2 0.0
C -0.7 -1.0 0.1
C 0.1 0.0 0.0
C -0.3 0.3 -0.3
C 0.1 0.0 0.0
C 0.4 -0.1 0.2
C 0.0 0.1 0.0
H -0.2 -0.1 -0.1
H 0.0 0.2 -0.1
H 0.1 0.2 0.0
H 0.2 0.1 0.1
H 0.1 -0.1 0.1
B 0.5 -0.9 0.2
P -0.4 -0.2 0.1
C 1.6 -0.3 0.6
C -0.2 0.0 0.2
C -2.2 -0.2 0.5
C 1.3 0.2 -0.3
H -0.1 -0.2 0.0
H -0.2 0.2 -0.5
H -2.0 -1.4 -0.6
H 0.5 1.1 -2.2
H -1.5 -1.5 1.4
H 2.2 1.0 1.1
H -1.6 1.9 -0.9
H 0.1 2.2 0.9
H 1.5 0.2 -1.9
H 2.3 1.1 0.6
H 0.2 -2.5 -0.9
H -1.8 -0.5 1.8



Here is a structure of composition C22H27Br2F3N2O9 at a distorted geometry from the Open Molecules 2025 dataset. Energies are from ωB97M-V/def2-TZVPD.

Calculated values
Max |F| ... 12.5 eV Å⁻¹
HOMO ... -9.11 eV
DFT total energy ... -7088.480697 hartree
Gap between HOMO and LUMO ... 8.3 eV
Spin multiplicity ... 1

Each line ends with the natural charge from an NBO analysis.
Cartesian coordinates (Å):
C 5.4543 -1.6179 -2.1267  -0.41
C 4.3712 -0.9987 -1.3161  -0.20
C 3.2557 -1.8553 -0.4145  -0.33
C 1.7878 -1.5023 -1.1023  0.28
N 0.6999 -1.4118 -1.7955  -0.33
C 3.3783 -1.2757 1.1151  -0.29
C 2.5094 0.1276 1.2671  0.25
N 1.9148 1.2722 1.5236  -0.32
C 2.8481 -2.2905 2.2884  -0.42
C 3.4103 -3.8271 2.1870  -0.50
C 5.0416 -3.9707 2.1165  0.27
F 5.6680 -3.4537 0.8784  -0.38
Br 5.9820 -3.0449 3.6567  0.06
C 5.4690 -5.5775 2.2348  0.60
F 4.3284 -6.4489 1.7793  -0.36
F 6.6672 -5.9248 1.4350  -0.34
Br 5.8557 -6.1419 4.1403  0.07
H 5.5038 -1.3003 -3.2761  0.23
H 6.2684 -2.3382 -1.6665  0.23
H 4.2767 0.1708 -1.2470  0.23
H 3.5217 -2.9954 -0.4736  0.29
H 4.4986 -1.0036 1.3268  0.28
H 3.0164 -1.8229 3.3734  0.26
H 1.6618 -2.3539 2.1753  0.25
H 2.8347 -4.4178 1.3245  0.27
H 3.0725 -4.3711 3.1938  0.29
C -1.2119 -0.2138 6.1122  -0.63
C -1.0453 -0.8946 4.7670  0.06
C -2.2728 -1.6297 4.3210  -0.10
O -1.7410 -2.6289 3.4724  -0.48
C -0.4971 -2.9150 3.9690  0.97
O 0.1445 -3.9082 3.6851  -0.59
O -0.0804 -1.9343 4.8297  -0.49
H -2.1227 0.3925 6.1417  0.23
H -1.2409 -0.9427 6.9293  0.22
H -0.3597 0.4451 6.3109  0.23
H -0.7204 -0.1649 4.0152  0.19
H -2.9721 -0.9847 3.7810  0.21
H -2.8043 -2.1267 5.1405  0.18
C -1.8171 0.5355 -3.1054  -0.63
C -2.2262 1.1407 -4.4348  0.06
C -1.2848 0.8048 -5.5514  -0.10
O -1.4611 1.8920 -6.4393  -0.49
C -1.7775 2.9671 -5.6522  0.97
O -1.7240 4.1257 -6.0175  -0.58
O -2.1561 2.5584 -4.4008  -0.49
H -1.6129 -0.5356 -3.2013  0.23
H -0.9320 1.0328 -2.6942  0.23
H -2.6180 0.6631 -2.3691  0.22
H -3.2556 0.8503 -4.6780  0.18
H -1.5335 -0.1442 -6.0353  0.21
H -0.2334 0.7843 -5.2430  0.19
C -4.0013 5.7032 -3.3778  -0.63
C -4.6407 4.9200 -2.2470  0.06
C -6.0592 5.3219 -1.9784  -0.10
O -6.2209 4.9845 -0.6141  -0.49
C -4.9852 5.1385 -0.0441  0.96
O -4.7853 5.2161 1.1528  -0.58
O -4.0109 5.1978 -1.0051  -0.48
H -4.6349 5.7033 -4.2704  0.22
H -3.7982 6.7385 -3.0834  0.22
H -3.0367 5.2596 -3.6472  0.24
H -4.5599 3.8439 -2.4437  0.18
H -6.7723 4.7797 -2.6062  0.20
H -6.2344 6.3984 -2.0859  0.18

Atomic forces in eV per Å
C -2.2 1.6 1.3
C 1.6 -1.5 -1.3
C 1.1 1.8 -0.2
C -6.3 -0.6 -4.8
N 9.7 -0.7 6.3
C -0.8 0.7 0.8
C -3.5 7.9 2.2
N 5.6 -10.9 -2.5
C -1.2 0.2 0.2
C -0.5 0.0 0.6
C 0.2 -0.7 -0.9
F -1.8 -1.2 2.7
Br -1.0 0.1 -1.7
C 0.2 -1.9 -1.1
F 3.5 2.6 0.9
F -3.9 1.2 2.2
Br -0.5 -0.1 -2.0
H 0.9 0.2 3.0
H -2.6 0.5 -1.3
H -0.7 -2.4 -1.2
H -0.9 2.3 0.1
H -2.2 -0.4 -0.6
H -0.1 -1.0 -2.5
H 2.6 -0.1 0.2
H 1.7 1.3 1.7
H 0.9 1.2 -2.2
C 0.5 0.1 0.2
C -0.5 1.1 0.8
C -0.9 0.5 -0.1
O 1.1 -0.6 0.2
C 0.8 -1.4 -0.4
O -1.0 1.9 0.5
O 0.0 -1.2 -0.8
H 0.1 -0.1 -0.1
H -0.1 0.0 -0.2
H -0.2 -0.1 0.0
H -0.1 -0.2 0.0
H 0.2 -0.3 -0.1
H 0.1 0.2 0.1
C -0.3 0.3 0.4
C 0.1 -1.1 1.0
C 0.2 -0.9 -0.2
O -0.2 1.1 0.3
C 0.1 2.0 -0.7
O -0.2 -2.3 0.8
O 0.2 0.7 -1.0
H 0.0 0.2 0.0
H 0.0 -0.2 -0.3
H 0.1 -0.1 -0.1
H 0.1 0.1 -0.1
H 0.0 0.3 -0.1
H -0.1 -0.1 0.2
C 0.6 -0.1 0.0
C 0.3 0.3 -1.3
C -0.7 -0.1 -0.6
O 0.7 0.1 0.8
C 0.5 0.1 2.1
O -0.4 -0.2 -2.5
O -0.7 0.0 1.1
H 0.0 -0.1 0.2
H -0.3 -0.1 0.0
H -0.2 0.1 -0.1
H -0.1 0.1 0.1
H 0.0 0.0 0.3
H 0.2 -0.1 -0.1



Here is a structure of composition C22H27Cl4N3O2OsP at a distorted geometry from the Open Molecules 2025 dataset. Energies are from ωB97M-V/def2-TZVPD.

Calculated values
Max |F| ... 3.0 eV Å⁻¹
HOMO ... -17.45 eV
DFT total energy ... -3441.085162 hartree
Charge ... +3
Gap between HOMO and LUMO ... 6.1 eV
Spin multiplicity ... 1

Each line ends with the natural charge from an NBO analysis.
Cartesian coordinates (Å):
Os -0.2492 -0.3418 -0.1206  0.56
C -4.4826 -0.4040 -1.8400  -0.62
C -3.1413 -1.1379 -1.9503  -0.23
C -3.3495 -2.5740 -2.4327  -0.62
C -2.3760 -1.0819 -0.6252  0.05
C -1.5989 -2.1693 -0.1758  -0.27
C -0.9722 -2.1228 1.0946  -0.17
C -1.1629 -1.0479 1.9884  0.00
C -0.5948 -1.0812 3.3803  -0.64
C -1.9289 0.0322 1.5157  -0.12
C -2.4734 0.0482 0.2318  -0.22
H -5.0514 -0.5484 -2.7574  0.25
H -4.3779 0.6728 -1.6973  0.21
H -5.0830 -0.8025 -1.0194  0.24
H -2.5385 -0.6164 -2.7016  0.18
H -3.8738 -3.1701 -1.6831  0.24
H -2.4176 -3.0818 -2.6876  0.21
H -3.9666 -2.5677 -3.3301  0.25
H -1.4930 -3.0559 -0.7804  0.28
H -0.3579 -2.9618 1.3974  0.28
H 0.3667 -0.5655 3.4415  0.24
H -0.4468 -2.1067 3.7112  0.26
H -1.2723 -0.5837 4.0733  0.27
H -2.0847 0.8913 2.1603  0.28
H -3.0596 0.8991 -0.0813  0.27
Cl 4.7513 3.4085 2.5822  0.27
C 3.8402 2.2150 1.8619  -0.02
C 4.5588 0.9087 1.5188  -0.01
Cl 6.1834 0.8175 1.8917  0.26
C 3.9204 -0.1367 0.9370  -0.20
Cl 4.6421 -1.6178 0.5233  0.16
C 2.5281 0.0372 0.6584  0.44
O 1.7772 -0.7974 0.1364  -0.48
C 1.8207 1.3392 0.9895  0.41
O 0.6152 1.3403 0.6759  -0.50
C 2.5203 2.4133 1.6002  -0.14
Cl 1.6590 3.8404 1.9531  0.14
C 1.7423 1.1745 -4.8149  -0.05
N 0.3965 0.4201 -4.8836  -0.39
C -0.7341 1.4587 -5.0796  -0.05
N -0.6842 2.4448 -4.0590  -0.42
C 0.6147 3.1183 -4.0417  -0.08
N 1.7012 2.1644 -3.7960  -0.42
C 1.6768 1.6259 -2.4351  -0.54
P 0.1006 0.7048 -2.1369  1.08
C 0.1772 -0.3807 -3.6323  -0.55
C -1.0930 1.9682 -2.7373  -0.54
H 1.8849 1.6271 -5.7949  0.25
H 2.5136 0.4274 -4.6356  0.23
H 0.4105 -0.2070 -5.6919  0.45
H -1.6727 0.9063 -5.0735  0.23
H -0.5694 1.8980 -6.0625  0.25
H 0.6179 3.8831 -3.2679  0.23
H 0.7790 3.5998 -5.0051  0.24
H 1.7569 2.4604 -1.7350  0.25
H 2.5334 0.9651 -2.2788  0.25
H -0.7452 -0.9504 -3.7382  0.26
H 1.0000 -1.0876 -3.5186  0.27
H -1.1092 2.8070 -2.0385  0.27
H -2.1018 1.5514 -2.7720  0.25

Atomic forces in eV per Å
Os -1.8 0.7 2.2
C 0.0 0.0 0.0
C 0.0 0.0 0.1
C 0.0 0.0 0.0
C 0.0 -0.1 -0.5
C 0.3 -0.3 -0.2
C 0.0 -0.3 -0.3
C 0.4 -0.4 -0.1
C 0.1 0.1 -0.1
C 0.2 0.2 0.0
C -0.2 0.1 -0.6
H 0.0 0.0 0.0
H 0.0 0.0 0.0
H 0.0 0.0 0.0
H 0.0 0.0 0.0
H 0.0 0.0 0.0
H 0.0 0.0 0.0
H 0.0 0.0 0.0
H 0.0 0.0 0.0
H 0.0 0.0 0.0
H 0.0 0.0 0.0
H 0.0 0.0 0.0
H 0.0 0.0 0.0
H 0.2 0.1 -0.1
H 0.0 0.0 0.0
Cl 0.0 0.2 0.1
C 0.5 -0.6 -0.1
C -0.2 0.7 0.3
Cl 0.1 -0.1 0.0
C -0.5 -0.2 -0.2
Cl 0.0 0.1 0.0
C -0.2 0.5 0.2
O 0.3 -0.5 -0.3
C 0.4 -0.3 0.0
O 0.6 0.6 0.1
C -0.4 -0.1 -0.1
Cl 0.1 0.0 0.0
C -0.1 0.0 0.0
N 0.0 0.0 0.1
C 0.0 0.0 0.0
N 0.0 0.0 0.0
C 0.0 -0.1 0.0
N 0.0 0.0 0.0
C 0.0 0.1 0.0
P 0.0 -0.5 -0.5
C 0.0 0.0 -0.1
C 0.0 0.0 -0.1
H 0.0 0.0 0.0
H 0.0 0.0 0.0
H 0.0 0.0 0.0
H 0.0 0.0 0.0
H 0.0 0.0 0.0
H 0.0 0.0 0.0
H 0.0 0.0 0.0
H 0.0 0.0 0.0
H 0.0 0.0 0.0
H 0.0 0.0 0.0
H 0.0 0.0 0.0
H 0.0 0.0 0.0
H 0.0 0.0 0.0



Here is a structure of composition C22H27ClCoO10P2SSi from the Open Molecules 2025 dataset. Energies are from ωB97M-V/def2-TZVPD.

Calculated values
Max |F| ... 0.6 eV Å⁻¹
HOMO (alpha / beta) ... -1.62 / -1.63 eV
DFT total energy ... -4820.596631 hartree
Charge ... -2
Expectation value of S² ... 0.81
Gap between HOMO and LUMO (alpha / beta) ... 5.5 / 5.5 eV
Spin multiplicity ... 2

Each line ends with the natural charge from an NBO analysis.
Cartesian coordinates (Å):
Co -0.3935 -0.0517 -0.1773  0.71
Cl -2.6234 1.9285 6.5675  -0.08
C -1.9875 1.7439 4.9338  -0.12
C -1.2394 2.7838 4.3653  -0.22
C -0.7209 2.6391 3.1099  -0.24
C -0.9132 1.4467 2.3403  0.43
O -0.3447 1.3412 1.2094  -0.74
C -1.7234 0.4271 2.9352  -0.30
C -2.0564 -0.8148 2.2544  0.44
O -1.8558 -1.0947 1.0993  -0.54
C -2.2206 0.5941 4.2328  -0.16
H -1.0713 3.6962 4.9240  0.21
H -0.1322 3.4304 2.6624  0.22
H -2.5753 -1.5661 2.8902  0.09
H -2.8047 -0.2060 4.6772  0.21
C 4.1169 -1.8052 -0.2335  -0.63
C 3.6931 -0.3529 -0.0509  -0.50
O 4.8299 0.4601 0.2515  -0.75
P 2.4864 -0.2393 1.3139  2.37
O 3.3788 -0.7599 2.5666  -1.00
O 2.2467 1.2728 1.7260  -1.03
O 1.2557 -1.0465 1.1392  -1.14
P 2.8208 0.4194 -1.5188  2.39
O 2.4465 -0.8192 -2.4831  -1.04
O 3.8597 1.2886 -2.1414  -1.16
O 1.5457 0.9760 -0.9553  -1.20
H 4.7395 -2.1110 0.6106  0.20
H 4.6828 -1.9070 -1.1603  0.22
H 3.2402 -2.4530 -0.2868  0.23
H 4.8305 1.1395 -0.4471  0.51
H 3.0282 -0.3848 3.3824  0.49
H 1.3794 1.5430 1.3313  0.55
H 1.5114 -1.0688 -2.3175  0.53
C -0.8436 3.2519 -1.1952  -1.13
Si -1.4830 1.4822 -1.4772  1.24
C -1.3201 1.2884 -3.3625  -1.13
C -3.3660 1.6703 -1.1708  -1.12
H -1.3004 3.9504 -1.9102  0.19
H 0.2423 3.2667 -1.3284  0.25
H -1.0660 3.6003 -0.1802  0.21
H -1.7271 2.1641 -3.8896  0.19
H -1.8327 0.3905 -3.7259  0.22
H -0.2589 1.1945 -3.6179  0.23
H -3.7779 2.4987 -1.7660  0.20
H -3.5608 1.8815 -0.1121  0.21
H -3.9060 0.7533 -1.4359  0.21
C -0.7939 -3.7137 -8.4192  -0.73
C -1.4771 -5.0584 -8.4067  0.44
O -2.0586 -5.5055 -9.3574  -0.57
S -1.2959 -6.0882 -6.9418  0.20
C -1.0660 -4.9181 -5.6302  -0.27
C -2.1394 -4.1495 -5.1764  -0.24
C -1.9549 -3.2334 -4.1584  -0.15
C -0.6961 -3.0618 -3.5396  -0.08
C 0.3676 -3.8502 -4.0128  -0.20
C 0.1852 -4.7610 -5.0391  -0.21
C -0.5400 -2.1310 -2.4833  -0.27
C -0.4886 -1.3080 -1.5682  -0.22
H -1.2245 -3.1019 -9.2096  0.23
H 0.2635 -3.8802 -8.6301  0.24
H -0.8702 -3.2047 -7.4626  0.26
H -3.1143 -4.2754 -5.6335  0.21
H -2.7804 -2.6293 -3.8048  0.21
H 1.3444 -3.7280 -3.5625  0.23
H 1.0154 -5.3591 -5.3970  0.21

Atomic forces in eV per Å
Co 0.2 0.2 -0.3
Cl 0.0 0.0 -0.1
C 0.0 0.1 0.2
C 0.0 -0.1 0.1
C 0.0 0.0 0.0
C -0.1 -0.1 0.1
O 0.1 0.3 0.0
C 0.1 0.1 0.0
C -0.2 0.1 0.6
O 0.1 -0.3 -0.5
C -0.1 -0.1 0.0
H 0.0 0.0 0.0
H 0.0 0.0 0.0
H 0.0 0.1 0.1
H 0.0 0.0 0.0
C -0.1 0.0 0.0
C -0.1 0.1 0.1
O -0.1 -0.1 0.1
P 0.4 0.0 0.2
O -0.1 0.1 -0.1
O 0.1 -0.2 0.1
O -0.2 -0.1 -0.1
P -0.2 -0.2 0.0
O 0.1 0.2 0.1
O 0.0 0.0 0.0
O 0.1 0.3 -0.1
H 0.0 0.0 0.0
H 0.0 0.0 0.0
H 0.0 0.0 0.0
H 0.0 -0.1 -0.1
H 0.0 0.0 0.0
H -0.1 0.1 0.0
H 0.0 -0.1 0.0
C 0.1 0.1 0.1
Si -0.1 -0.3 0.0
C -0.1 0.0 -0.1
C -0.1 0.0 -0.1
H 0.0 -0.1 0.0
H -0.1 0.0 0.0
H 0.0 0.0 -0.1
H 0.0 -0.1 0.0
H 0.1 0.1 0.0
H -0.1 0.0 0.0
H 0.0 -0.1 0.1
H 0.0 0.0 -0.1
H 0.0 0.1 0.0
C -0.2 0.0 0.1
C 0.3 0.1 0.4
O -0.2 -0.2 -0.4
S -0.2 0.1 -0.1
C 0.1 0.0 -0.1
C 0.1 0.0 0.1
C 0.1 -0.1 0.0
C -0.2 0.0 0.0
C 0.0 0.0 0.0
C 0.0 0.1 0.0
C 0.1 0.1 0.1
C -0.1 -0.1 -0.2
H 0.0 0.0 0.0
H 0.0 0.0 0.0
H 0.0 0.0 0.0
H 0.0 0.0 0.0
H 0.0 0.0 0.0
H 0.0 0.0 0.0
H 0.0 0.0 0.0